Run i
DFT (wB97M-V/def2-TZVPD) results for an isolated molecule of C2H3NS3.

Structure (XYZ):
```
9
Properties=species:S:1:pos:R:3:lowdin_charge:R:1
C -1.3022 1.3588 0.3317 -0.50
C 0.6638 -0.3465 -0.5607 -1.03
N -1.7025 0.3632 0.9452 -0.54
S 0.3306 1.3550 -0.5629 0.80
S -0.9790 -1.0373 1.2428 0.74
S 2.2803 -0.8906 -0.0980 0.65
H -1.7876 2.2257 0.2956 0.02
H 0.4029 -0.8203 -1.4741 -0.01
H 2.0939 -2.2082 -0.1195 -0.14
```

LUMO energy in eV: -1.00
Gap between HOMO and LUMO in eV: 7.592
Charge: 0


Run ii
DFT (wB97M-V/def2-TZVPD) results for a structure of composition C2H3NS3.

Structure (XYZ):
```
9
Properties=species:S:1:pos:R:3:lowdin_charge:R:1
C 0.0407 -0.6038 -0.2080 -0.49
C -1.2827 -0.3345 -0.2582 -1.07
H 2.8580 0.8325 0.9195 0.03
H 0.1471 -1.5942 -0.1264 0.01
H -0.8358 1.9613 -0.0534 -0.14
N 0.9902 0.3140 -0.0846 -0.51
S 2.3589 -0.3138 -0.1119 0.78
S -2.0864 1.3974 -0.0741 0.68
S -2.1899 -1.6589 -0.0028 0.71
```

LUMO energy in eV: -1.66
Gap between HOMO and LUMO in eV: 7.104
Charge: 0


Bottom line: run i, by a margin of 117.5 kJ/mol.


Run i
DFT (wB97M-V/def2-TZVPD) results for the ion CH5N2S2 with charge +1.

Structure (XYZ):
```
10
Properties=species:S:1:pos:R:3:lowdin_charge:R:1
N -0.7401 -0.9496 0.1152 0.18
C -0.3931 0.2804 0.1203 -0.47
N -1.3321 1.2228 0.1780 0.14
S 1.6996 0.9287 0.1504 0.42
S 2.6484 -0.7915 -0.0003 0.29
H -1.6818 -1.1985 0.1093 0.13
H -0.0905 -1.5495 -0.3021 0.08
H -2.2340 0.9081 0.5641 0.15
H -1.0366 2.1906 0.4217 0.14
H 3.1601 -1.0415 -1.3565 -0.06
```

LUMO energy in eV: -4.91
SMILES: NC(=[NH2+])SS
Gap between HOMO and LUMO in eV: 9.348
Charge: +1


Run ii
DFT (wB97M-V/def2-TZVPD) results for a structure of composition CH5N2S2.

Structure (XYZ):
```
10
Properties=species:S:1:pos:R:3:lowdin_charge:R:1
C -0.7937 0.2096 -0.2063 0.02
N 0.2483 -0.3732 1.1913 -0.93
N -0.4711 1.2059 -0.9018 0.18
S 1.7484 0.4369 0.9369 0.75
S -0.4824 -0.3914 2.6915 0.76
H -1.7120 -0.3538 -0.1917 0.13
H -1.1005 1.5760 -1.6195 0.17
H 0.4155 1.6868 -0.7045 0.10
H 2.1467 -0.3691 -0.0715 -0.09
H -0.0234 -1.6336 2.9566 -0.09
```

LUMO energy in eV: -5.21
Gap between HOMO and LUMO in eV: 8.326
Charge: +1


Run iii
DFT (wB97M-V/def2-TZVPD) results for a cluster of 2 separate species, CH5N2S2 in total.

Structure (XYZ):
```
10
Properties=species:S:1:pos:R:3:lowdin_charge:R:1
C -0.5884 0.4846 -1.8240 -0.47
N -0.5406 -0.7359 0.8099 0.01
N -0.1386 1.4490 -1.1744 0.18
S -1.0737 -2.2820 -2.5287 0.29
S -0.8502 -0.4839 -3.0871 0.57
H -0.0683 -0.0716 1.4416 0.04
H -0.2358 -1.6814 1.0617 0.04
H -0.6795 1.6943 -0.3597 0.15
H 0.8349 1.6409 -1.2537 0.15
H -1.5553 -0.7698 1.0424 0.05
```

LUMO energy (spin up / spin down) in eV: -6.31 / -6.52
Gap between HOMO and LUMO (spin up / spin down) in eV: 7.567 / 7.299
Charge: +1


Bottom line: run i, by a margin of 230.6 kJ/mol.